{"formula": "C2H5NO4", "method": "ωB97M-V/def2-TZVPD", "species": ["O", "O", "O", "O", "N", "C", "C", "H", "H", "H", "H", "H"], "xyz": [[-3.87, 0.47, -0.04], [-1.22, -0.14, -0.71], [3.31, -0.45, -0.36], [-0.34, 0.23, 1.31], [0.95, -0.23, -0.51], [2.27, -0.04, 0.22], [-0.29, -0.02, 0.12], [2.23, 1.01, 0.53], [-2.97, 0.35, -0.35], [0.88, -1.02, -1.16], [-3.98, 1.39, 0.10], [2.01, -0.64, 1.13]], "homo_energy_ev": -10.4, "lumo_ha": -0.20255, "charge": 0, "homo_lumo_gap_ev": 4.921, "relative_energy_kcal_mol": 168.51}

---

{"formula": "C2H5NOS", "method": "ωB97M-V/def2-TZVPD", "species": ["S", "O", "N", "C", "C", "H", "H", "H", "H", "H"], "xyz": [[0.61, -0.94, 0.04], [-0.27, 1.31, 0.15], [-2.02, -0.14, -0.23], [-0.80, 0.12, 0.01], [1.76, 0.52, -0.12], [1.03, 1.47, -0.72], [-2.69, 0.60, 0.03], [2.35, 0.95, 1.10], [2.58, -0.04, -0.78], [-2.60, -1.20, 0.71]], "homo_energy_ev": -9.0, "lumo_ha": -0.04124, "charge": 0, "homo_lumo_gap_ev": 7.884, "relative_energy_kcal_mol": 148.88}

---

{"formula": "C2H5NOS", "method": "ωB97M-V/def2-TZVPD", "species": ["S", "O", "N", "C", "C", "H", "H", "H", "H", "H"], "xyz": [[-2.49, -0.21, 0.01], [1.30, -0.94, 0.12], [0.12, -0.32, -0.12], [-1.03, -0.97, 0.11], [0.24, 1.11, 0.09], [-0.76, -2.04, 0.20], [-0.72, 1.58, -0.44], [0.46, 1.27, 1.18], [1.15, 1.35, -0.44], [1.72, -0.83, -0.70]], "homo_energy_ev": -8.5, "lumo_ha": 0.01802, "charge": 0, "homo_lumo_gap_ev": 9.013, "relative_energy_kcal_mol": 69.63}

---

{"formula": "C2H5NOS", "method": "ωB97M-V/def2-TZVPD", "species": ["S", "O", "N", "C", "C", "H", "H", "H", "H", "H"], "xyz": [[-0.35, -1.71, 0.63], [1.71, 1.04, 0.80], [2.11, 0.15, -0.22], [1.21, 1.15, -0.50], [-1.17, -0.36, -0.10], [1.71, -0.71, 0.03], [1.67, 2.11, -0.97], [0.08, -1.09, 1.72], [-1.84, 0.43, 0.33], [-1.52, -0.45, -1.13]], "homo_energy_ev": [-9.1, -8.1], "lumo_ha": [-0.00297, -0.01072], "charge": 0, "homo_lumo_gap_ev": [9.015, 7.830], "relative_energy_kcal_mol": 173.71}

---

{"formula": "C2H5NOS", "method": "ωB97M-V/def2-TZVPD", "species": ["S", "O", "N", "C", "C", "H", "H", "H", "H", "H"], "xyz": [[2.46, -0.23, -0.05], [-1.34, -0.94, -0.19], [-0.16, -0.29, 0.11], [1.00, -0.98, -0.03], [-0.22, 1.14, -0.08], [-1.31, 1.25, -0.23], [0.82, -2.09, -0.06], [-1.88, -0.84, 0.63], [0.38, 1.37, -0.89], [0.24, 1.63, 0.80]], "homo_energy_ev": -8.6, "lumo_ha": 0.01905, "charge": 0, "homo_lumo_gap_ev": 9.089, "relative_energy_kcal_mol": 62.51}

---

{"formula": "C2H5NP2", "method": "ωB97M-V/def2-TZVPD", "species": ["P", "P", "N", "C", "C", "H", "H", "H", "H", "H"], "xyz": [[-0.88, 0.58, 0.84], [-3.21, 0.17, -1.19], [-3.76, -0.91, -2.04], [-0.25, -0.81, 1.41], [0.39, 1.17, -0.42], [-0.82, -1.16, 2.38], [1.17, 0.51, -0.23], [0.74, -1.29, 1.04], [0.08, 1.24, -1.49], [0.72, 2.09, -0.05]], "homo_energy_ev": -9.8, "lumo_ha": -0.01932, "charge": 0, "homo_lumo_gap_ev": 9.236, "relative_energy_kcal_mol": 43.48}

---

{"formula": "C2H5NS", "method": "ωB97M-V/def2-TZVPD", "species": ["S", "N", "C", "C", "H", "H", "H", "H", "H"], "xyz": [[1.81, -0.35, 0.13], [1.32, 1.24, -0.08], [-0.48, -1.23, 0.23], [-1.50, -0.52, -0.10], [-2.50, -0.95, -0.05], [1.60, 1.67, -0.96], [1.48, 1.86, 0.71], [-0.30, -2.23, 0.54], [-1.44, 0.51, -0.42]], "homo_energy_ev": -8.5, "lumo_ha": 0.00946, "charge": 0, "homo_lumo_gap_ev": 8.781, "relative_energy_kcal_mol": 68.45}

---

{"formula": "C2H5NS", "method": "ωB97M-V/def2-TZVPD", "species": ["S", "N", "C", "C", "H", "H", "H", "H", "H"], "xyz": [[-0.29, -0.94, -0.02], [0.83, 0.23, 0.00], [2.00, -0.16, 0.05], [-1.73, 0.23, 0.00], [-1.59, 1.07, -0.76], [2.46, -1.13, -0.06], [2.77, 0.74, -0.10], [-1.94, 0.42, 1.13], [-2.49, -0.46, -0.24]], "homo_energy_ev": -8.5, "lumo_ha": 0.03762, "charge": 0, "homo_lumo_gap_ev": 9.547, "relative_energy_kcal_mol": 43.52}

---

{"formula": "C2H5NS", "method": "ωB97M-V/def2-TZVPD", "species": ["S", "N", "C", "C", "H", "H", "H", "H", "H"], "xyz": [[2.18, 0.62, 0.91], [1.11, -0.39, 0.07], [-1.40, -0.32, -0.30], [-0.05, 0.21, 0.10], [-1.21, -0.83, -1.26], [-2.09, 0.52, -0.46], [-1.61, -1.21, 0.38], [-0.17, 1.19, 0.41], [3.24, 0.21, 0.15]], "homo_energy_ev": -8.7, "lumo_ha": 0.03559, "charge": 0, "homo_lumo_gap_ev": 9.643, "relative_energy_kcal_mol": 34.84}

---

{"formula": "C2H5NS2", "method": "ωB97M-V/def2-TZVPD", "species": ["S", "S", "N", "C", "C", "H", "H", "H", "H", "H"], "xyz": [[0.63, -1.14, -1.50], [1.83, 1.39, -1.21], [-1.27, -0.53, 0.85], [0.84, 0.28, -0.57], [0.04, 0.28, 0.66], [-1.88, -0.45, 1.75], [-0.22, 1.23, 0.94], [1.31, -1.14, -2.58], [-2.13, -0.18, 0.12], [0.86, 0.24, 1.54]], "homo_energy_ev": -8.6, "lumo_ha": -0.00949, "charge": 0, "homo_lumo_gap_ev": 8.314, "relative_energy_kcal_mol": 67.39}